Computed, not measured: 7 unconnected molecules or ions with the total composition C52H63F6NO4P at a distorted geometry, with the ωB97M-V functional and the def2-TZVPD basis.

Results
- LUMO (spin up / spin down) (eV) = 0.606 / 0.485
- max |F| (eV/A) = 3.659
- net charge = 0
- energy above the lowest of the compared OMol25 structures with the same formula, charge and spin (kcal/mol) = 51.2
- HOMO energy (spin up / spin down) (eV) = -8.252 / -8.880
- orbital gap (spin up / spin down) (eV) = 8.86 / 9.37
- total energy (eV) = -90218.5196
- spin multiplicity = 2

```
127
C52H63F6NO4P | OMol25 | the ωB97M-V functional and the def2-TZVPD basis
C 2.04 -6.01 -4.33
H -7.00 5.41 4.35
C -4.59 2.88 -0.68
H -3.68 -0.21 8.00
H 4.36 -7.82 -2.66
H -3.76 -1.67 -0.49
H -1.30 -2.85 4.61
F -1.78 1.55 7.93
C -6.15 3.94 3.01
C -3.50 1.90 4.77
C 10.79 3.64 -2.54
C -3.29 2.01 -0.72
C 7.57 -0.78 -2.45
H -7.22 1.99 -0.71
H -3.45 2.49 3.86
C 4.47 -5.71 -3.02
H 12.09 5.35 0.67
H -5.21 0.77 4.11
C -1.92 -3.54 5.16
C -2.85 1.59 -2.16
C -1.61 -1.98 -1.05
H -2.50 2.55 -0.16
H 13.63 4.04 -0.75
H 1.09 -6.10 -4.84
C 6.27 -1.25 -2.45
C 0.11 3.22 0.79
H -7.45 -0.34 -1.93
H -8.00 5.22 2.85
C -7.40 4.68 3.61
H -2.53 -0.23 -4.41
H -3.74 1.74 -2.82
N -1.78 -2.59 -2.39
H -0.96 0.38 -3.84
H -0.49 -0.09 -1.41
C -1.18 -1.78 -3.47
C 3.88 -6.96 -3.11
H -8.09 0.69 0.19
C 2.21 3.92 -0.89
C -7.09 1.01 -0.20
H 1.93 5.92 -0.16
H 12.80 2.94 -2.80
H -4.30 3.96 -0.64
H -6.34 -1.00 -0.64
C 0.55 4.54 0.73
H -1.53 -3.62 -4.60
C 5.19 -0.39 -2.45
H 5.42 -5.59 -2.50
H -2.56 -2.21 -5.17
C 9.94 4.38 -1.74
H -5.34 -0.57 6.19
C -3.51 -5.37 6.54
H -0.17 -1.89 0.57
F 8.64 4.50 -2.09
H 8.40 -1.48 -2.44
C -2.83 -4.37 7.23
H -0.70 2.94 1.45
C -3.65 0.38 7.10
F 6.05 -2.58 -2.45
C 1.59 4.89 -0.11
C -2.67 1.35 6.94
C -4.49 0.94 4.91
C -2.89 -2.28 -0.17
H 8.81 0.97 -2.47
H 6.89 2.54 -2.47
C -0.42 -2.62 -0.22
C 2.64 -4.77 -4.24
H 10.40 3.16 -3.43
C 12.12 3.52 -2.18
H -6.11 2.94 3.49
C 10.39 5.01 -0.60
H 4.31 -3.62 -3.54
F 2.36 1.67 -1.58
H 0.82 -1.82 -4.45
C 3.86 -4.60 -3.59
H 0.67 -2.79 -2.99
C 5.42 0.98 -2.46
C 2.66 -7.11 -3.77
H -1.52 -2.67 7.08
H 0.81 -0.95 -2.87
F -2.49 -4.62 3.15
H -5.74 0.22 -1.79
O -6.27 3.81 1.56
H -8.01 3.95 4.19
C -2.60 -4.54 4.48
C -4.57 0.18 6.07
H -5.24 4.52 3.23
C -2.04 -3.45 6.54
H 2.20 -8.09 -3.84
H -0.83 -3.52 0.28
H -3.44 -0.50 -2.22
C 7.80 0.59 -2.46
C 11.72 4.88 -0.23
C -1.50 -0.40 -1.09
H -3.54 1.06 -0.18
H -1.81 2.87 5.70
C -6.64 -0.09 -1.21
C -2.59 2.11 5.79
H 4.58 1.67 -2.45
P -5.37 2.53 1.00
C 1.77 2.61 -0.82
H -2.63 -1.89 0.85
C -3.40 -5.45 5.16
F 2.04 -3.70 -4.80
H 3.04 4.17 -1.55
C 12.59 4.13 -1.03
C 0.40 -1.80 -3.43
H 9.70 5.59 0.01
O -4.20 2.29 1.95
H 0.39 1.22 0.03
H 0.06 5.29 1.34
C 0.72 2.25 0.00
H -3.92 -6.22 4.60
H -4.12 -6.08 7.08
H -5.29 2.71 -1.52
C -1.78 -0.33 -3.59
H -2.92 -4.30 8.31
H -0.86 -2.24 -5.64
O -6.23 1.09 0.96
H 0.46 -2.85 -0.85
H -2.04 2.21 -2.59
H 4.19 -0.79 -2.46
O -2.99 -2.95 -2.64
H -1.79 -0.06 -0.08
H -3.13 -3.35 -0.11
C 6.72 1.47 -2.46
C -2.48 0.07 -2.23
C -1.55 -2.53 -4.82
```